[1]
This record from OMol25 describes a structure of composition C23H20F3I2O4PtSb. The level of theory is ωB97M-V/def2-TZVPD.

Geometry as XYZ:
```
54
Properties=species:S:1:pos:R:3:lowdin_charge:R:1
Pt -1.267 -1.321 1.685 0.56
I -2.233 -2.521 4.151 0.93
C -3.355 -0.707 4.316 -1.08
I -2.232 0.970 3.643 0.86
H -3.642 -0.562 5.350 -0.03
H -4.208 -0.818 3.657 -0.04
C 2.629 -2.809 2.559 0.02
C 1.269 -2.604 1.919 -0.73
O 0.863 -3.382 1.080 0.01
O 0.636 -1.544 2.365 -0.35
H 2.953 -3.830 2.384 0.08
H 2.593 -2.591 3.626 0.08
H 3.344 -2.122 2.106 0.06
F -3.245 -2.028 -1.400 0.13
C -3.885 -0.928 -0.964 -0.54
F -4.916 -0.715 -1.765 0.17
F -3.034 0.120 -1.129 0.09
C -4.290 -1.083 0.530 -0.56
O -5.470 -1.073 0.788 0.11
O -3.328 -1.261 1.349 -0.30
C 0.134 -0.430 -5.049 -0.08
C -0.456 -1.463 -4.337 -0.07
C -0.560 -1.387 -2.954 -0.11
C -0.073 -0.269 -2.291 -0.37
C 0.537 0.759 -3.001 -0.13
C 0.635 0.679 -4.382 -0.07
Sb -0.062 -0.097 -0.186 1.57
C -0.483 1.966 0.092 -0.35
C -0.120 2.585 1.284 -0.19
C -0.473 3.906 1.522 -0.09
C -1.200 4.612 0.575 -0.08
C -1.572 3.996 -0.610 -0.07
C -1.218 2.675 -0.851 -0.13
C 2.049 -0.198 0.071 -0.34
C 2.797 -0.899 -0.869 -0.11
C 4.174 -1.005 -0.730 -0.07
C 4.812 -0.404 0.345 -0.09
C 4.067 0.287 1.291 -0.09
C 2.690 0.377 1.164 -0.13
H 0.211 -0.490 -6.127 0.11
H -0.838 -2.334 -4.853 0.11
H -1.010 -2.201 -2.404 0.10
H 0.940 1.622 -2.483 0.11
H 1.105 1.483 -4.933 0.11
H 0.434 2.044 2.041 0.07
H -0.183 4.379 2.452 0.11
H -1.481 5.640 0.763 0.11
H -2.146 4.539 -1.350 0.11
H -1.522 2.205 -1.777 0.09
H 2.314 -1.363 -1.721 0.10
H 4.747 -1.554 -1.465 0.11
H 5.886 -0.481 0.451 0.11
H 4.557 0.746 2.140 0.11
H 2.125 0.884 1.933 0.09
```

Computed properties:
multiplicity = 1
LUMO level = -0.038 Eh
DFT total energy = -2443.959734 a.u.


[2]
This record from OMol25 describes an isolated molecule of C23H20N2O4S. The level of theory is ωB97M-V/def2-TZVPD.

Geometry as XYZ:
```
50
Properties=species:S:1:pos:R:3:lowdin_charge:R:1
C 2.563 -1.774 3.676 -0.05
C 1.293 -1.706 2.840 -0.20
H 0.522 -1.113 3.336 0.13
H 0.917 -2.714 2.637 0.13
O 1.527 -1.042 1.598 -0.04
C 2.042 -1.779 0.604 -0.46
O 2.293 -2.953 0.691 0.14
C 2.311 -0.944 -0.596 -0.10
C 2.326 -1.441 -1.838 0.05
C 1.856 -2.772 -2.200 -0.20
C 2.585 -3.604 -3.046 -0.01
C 2.078 -4.852 -3.364 -0.06
C 0.852 -5.221 -2.832 -0.14
N 0.133 -4.426 -2.056 0.08
C 0.618 -3.243 -1.751 -0.10
H -0.011 -2.616 -1.131 0.12
H 0.418 -6.190 -3.038 0.10
H 2.625 -5.525 -4.005 0.10
H 3.544 -3.282 -3.426 0.12
H 2.661 -0.810 -2.652 0.14
C 2.649 0.496 -0.322 -0.40
O 3.784 0.925 -0.302 0.12
C 1.483 1.323 -0.097 -0.41
C 1.459 2.649 0.237 -0.02
C 0.165 3.182 0.384 -0.18
C -0.832 2.210 0.143 -0.41
N -2.133 2.500 0.226 0.08
C -3.283 1.748 0.044 -0.23
C -4.498 2.412 0.235 -0.02
C -5.694 1.743 0.076 -0.08
C -5.701 0.401 -0.274 -0.10
C -4.501 -0.261 -0.465 -0.08
C -3.296 0.401 -0.309 -0.04
H -2.376 -0.137 -0.466 0.04
H -4.496 -1.305 -0.739 0.11
H -6.636 -0.123 -0.398 0.10
H -6.625 2.269 0.227 0.10
H -4.489 3.457 0.508 0.12
H -2.272 3.493 0.483 0.12
S -0.137 0.672 -0.251 1.18
C -0.168 4.548 0.735 -0.39
O -1.330 4.931 0.845 0.05
C 0.984 5.489 0.964 -0.01
H 0.599 6.475 1.213 0.09
H 1.597 5.555 0.067 0.09
H 1.606 5.127 1.780 0.09
H 2.370 3.204 0.371 0.13
H 3.309 -2.380 3.168 0.08
H 2.341 -2.222 4.640 0.08
H 2.965 -0.775 3.830 0.08
```

Computed properties:
multiplicity = 1
LUMO level = -0.001 Eh
SMILES = CCOC(=O)/C(=C\c1cccnc1)C(=O)c1cc(C(C)=O)c(Nc2ccccc2)s1
DFT total energy = -1697.117502 a.u.


[3]
This record from OMol25 describes a structure of composition C23H20N3O4S3V at a distorted geometry. The level of theory is ωB97M-V/def2-TZVPD.

Geometry as XYZ:
```
54
Properties=species:S:1:pos:R:3:lowdin_spin:R:1
V -0.535 -1.645 0.442 1.89
N 1.841 -1.412 0.992 0.02
C 2.094 -1.870 2.346 0.00
C 1.085 -2.931 2.766 0.00
O 1.343 -3.658 3.742 0.00
N -0.021 -2.877 2.043 0.00
C -1.200 -3.587 2.494 0.00
C -2.100 -3.888 1.297 0.01
O -2.919 -4.803 1.355 0.00
O -1.935 -3.097 0.285 0.03
H 2.017 -2.133 0.301 0.00
H 2.387 -0.599 0.748 0.00
H 1.907 -1.017 3.007 0.00
H 3.108 -2.234 2.550 0.00
H -1.788 -2.918 3.140 0.00
H -0.990 -4.488 3.071 0.00
O 0.092 -1.214 -1.409 0.03
C 0.443 -0.045 -2.037 0.00
C 1.549 0.717 -1.300 0.00
C 1.403 1.464 -0.173 0.00
C 2.640 1.903 0.368 0.00
C 3.715 1.482 -0.354 0.00
S 3.224 0.532 -1.700 0.00
C 0.905 -0.398 -3.447 0.00
C 1.480 0.353 -4.428 0.00
C 1.709 -0.383 -5.621 0.00
C 1.298 -1.677 -5.518 0.00
S 0.635 -2.009 -3.969 0.00
C -0.781 0.865 -2.186 0.00
C -2.078 0.499 -2.039 0.00
C -2.988 1.562 -2.295 0.00
C -2.370 2.723 -2.634 0.00
S -0.663 2.531 -2.636 0.00
H 0.438 1.659 0.276 0.00
H 2.719 2.505 1.263 0.00
H 4.760 1.682 -0.178 0.00
H 1.722 1.399 -4.299 0.00
H 2.161 0.035 -6.512 0.00
H 1.359 -2.449 -6.268 0.00
H -2.355 -0.494 -1.717 0.00
H -4.061 1.470 -2.196 0.00
H -2.813 3.683 -2.845 0.00
N -1.192 -0.148 1.172 -0.10
C -1.365 0.908 1.937 0.01
C -1.709 2.202 1.409 0.02
C -1.866 3.305 2.226 0.00
C -1.704 3.226 3.612 0.04
C -1.378 1.978 4.158 0.01
C -1.214 0.859 3.369 0.02
H -1.855 2.289 0.337 0.00
H -2.123 4.260 1.772 0.00
H -1.830 4.099 4.242 0.00
H -1.247 1.883 5.233 0.00
H -0.955 -0.098 3.809 0.00
```

Computed properties:
charge = -2
multiplicity = 3
LUMO level (alpha / beta) = 0.149 / 0.149 Eh
DFT total energy = -3492.374155 a.u.


[4]
This record from OMol25 describes a cluster of 2 separate species, C23H21BCl3NO2S in total at a distorted geometry. The level of theory is ωB97M-V/def2-TZVPD.

Geometry as XYZ:
```
52
Properties=species:S:1:pos:R:3:lowdin_charge:R:1
Cl -3.445 -1.858 -0.795 0.54
B -1.655 -2.061 -1.107 -1.82
Cl -1.218 -3.642 -1.985 0.52
Cl -0.964 -0.609 -2.111 0.58
O -0.944 -2.027 0.244 -0.05
C 0.310 -2.288 0.390 -0.04
C 0.832 -2.524 1.729 -0.16
C 2.157 -2.992 1.965 -0.02
C 2.692 -2.981 3.249 -0.06
C 1.894 -2.643 4.346 -0.05
C 0.566 -2.248 4.135 -0.05
C 0.020 -2.206 2.856 0.02
H 0.885 -2.563 -0.506 0.14
H 2.751 -3.376 1.130 0.13
H 3.740 -3.240 3.412 0.11
H 2.302 -2.654 5.357 0.11
H -0.070 -1.975 4.979 0.11
H -1.032 -1.961 2.683 0.13
C 2.941 -0.647 -0.187 -0.04
O 2.499 0.082 -1.330 -0.16
C 1.676 1.145 -1.207 -0.34
C 1.252 1.660 0.087 -0.22
C -0.092 1.520 0.483 -0.04
C -0.528 2.095 1.674 -0.08
C 0.366 2.802 2.479 -0.09
C 1.718 2.891 2.120 -0.08
C 2.171 2.319 0.936 -0.05
C 1.372 1.647 -2.472 -0.49
N 0.764 2.823 -2.786 -0.09
C 0.393 3.839 -1.805 0.01
C 0.561 2.998 -4.159 -0.23
C 1.084 1.939 -4.911 -0.45
C 0.996 1.948 -6.303 -0.09
C 0.422 3.060 -6.928 -0.10
C -0.078 4.128 -6.170 -0.09
C -0.036 4.102 -4.773 -0.02
S 1.854 0.757 -3.879 1.10
H 3.737 -1.312 -0.524 0.11
H 3.245 0.009 0.640 0.09
H 2.093 -1.240 0.178 0.03
H -0.754 0.962 -0.184 0.06
H -1.575 1.990 1.958 0.11
H 0.018 3.281 3.397 0.10
H 2.424 3.419 2.762 0.10
H 3.216 2.409 0.614 0.13
H 0.206 4.772 -2.341 0.07
H -0.519 3.541 -1.270 0.10
H 1.200 4.000 -1.078 0.10
H 1.384 1.099 -6.869 0.11
H 0.371 3.107 -8.012 0.10
H -0.496 5.004 -6.665 0.10
H -0.437 4.924 -4.177 0.10
```

Computed properties:
multiplicity = 1
LUMO level = -0.080 Eh
DFT total energy = -2897.969000 a.u.


Number 3 is which compound?
C23H20N3O4S3V


Repeat the fourth record exactly.
This record from OMol25 describes a cluster of 2 separate species, C23H21BCl3NO2S in total at a distorted geometry. The level of theory is ωB97M-V/def2-TZVPD.

Geometry as XYZ:
```
52
Properties=species:S:1:pos:R:3:lowdin_charge:R:1
Cl -3.445 -1.858 -0.795 0.54
B -1.655 -2.061 -1.107 -1.82
Cl -1.218 -3.642 -1.985 0.52
Cl -0.964 -0.609 -2.111 0.58
O -0.944 -2.027 0.244 -0.05
C 0.310 -2.288 0.390 -0.04
C 0.832 -2.524 1.729 -0.16
C 2.157 -2.992 1.965 -0.02
C 2.692 -2.981 3.249 -0.06
C 1.894 -2.643 4.346 -0.05
C 0.566 -2.248 4.135 -0.05
C 0.020 -2.206 2.856 0.02
H 0.885 -2.563 -0.506 0.14
H 2.751 -3.376 1.130 0.13
H 3.740 -3.240 3.412 0.11
H 2.302 -2.654 5.357 0.11
H -0.070 -1.975 4.979 0.11
H -1.032 -1.961 2.683 0.13
C 2.941 -0.647 -0.187 -0.04
O 2.499 0.082 -1.330 -0.16
C 1.676 1.145 -1.207 -0.34
C 1.252 1.660 0.087 -0.22
C -0.092 1.520 0.483 -0.04
C -0.528 2.095 1.674 -0.08
C 0.366 2.802 2.479 -0.09
C 1.718 2.891 2.120 -0.08
C 2.171 2.319 0.936 -0.05
C 1.372 1.647 -2.472 -0.49
N 0.764 2.823 -2.786 -0.09
C 0.393 3.839 -1.805 0.01
C 0.561 2.998 -4.159 -0.23
C 1.084 1.939 -4.911 -0.45
C 0.996 1.948 -6.303 -0.09
C 0.422 3.060 -6.928 -0.10
C -0.078 4.128 -6.170 -0.09
C -0.036 4.102 -4.773 -0.02
S 1.854 0.757 -3.879 1.10
H 3.737 -1.312 -0.524 0.11
H 3.245 0.009 0.640 0.09
H 2.093 -1.240 0.178 0.03
H -0.754 0.962 -0.184 0.06
H -1.575 1.990 1.958 0.11
H 0.018 3.281 3.397 0.10
H 2.424 3.419 2.762 0.10
H 3.216 2.409 0.614 0.13
H 0.206 4.772 -2.341 0.07
H -0.519 3.541 -1.270 0.10
H 1.200 4.000 -1.078 0.10
H 1.384 1.099 -6.869 0.11
H 0.371 3.107 -8.012 0.10
H -0.496 5.004 -6.665 0.10
H -0.437 4.924 -4.177 0.10
```

Computed properties:
multiplicity = 1
LUMO level = -0.080 Eh
DFT total energy = -2897.969000 a.u.